Computed, not measured: an isolated ion of composition C3H8FN2 and charge +1 in a non-equilibrium geometry, with the ωB97M-V functional and the def2-TZVPD basis.

Output
E_tot   -8925.8680 eV
HOMO-LUMO gap (spin up / spin down)   0.297 / 0.233 Ha
HOMO energy (spin up / spin down)   -11.397 / -16.236 eV

Structure (ORCA input):
```
! RIJCOSX wB97M-V def2-TZVPD def2/J DEFGRID3
* xyz 1 3
C -1.7109 -0.0358 0.1181
C 1.9994 0.5985 -0.0772
C 0.7187 0.4619 0.3816
N -2.3697 -1.0227 -0.6240
N -0.2774 -0.1641 -0.2088
F -2.0551 1.2614 -0.2912
H -1.8403 -0.1952 1.1037
H 1.9711 0.8403 -1.1046
H 2.5074 1.3504 0.6029
H 2.3916 -0.3747 0.0388
H 0.4307 0.8585 1.3381
H -2.4534 -0.6707 -1.6381
H -3.1090 -1.5009 -0.2222
H -0.2058 -0.5126 -1.1338
*
```

Computed, not measured: one molecule with the formula C3H8FN3 in a non-equilibrium geometry, with the ωB97M-V functional and the def2-TZVPD basis.

Output
E_tot   -10427.0753 eV
HOMO-LUMO gap   0.365 Ha
HOMO energy   -9.074 eV
Structure (SMILES)   [H]/N=C\NNCCF

Structure (ORCA input):
```
! RIJCOSX wB97M-V def2-TZVPD def2/J DEFGRID3
* xyz 0 1
H 1.7047 0.8726 1.0442
N 2.3723 0.7817 0.2570
C 1.9653 -0.1362 -0.5347
N 0.9003 -0.9923 -0.3965
N 0.0456 -0.8081 0.7547
C -1.2842 -0.3395 0.4251
C -1.2736 1.0841 -0.0940
F -0.7202 1.0151 -1.3685
H 2.5543 -0.3396 -1.4229
H 0.3682 -1.3081 -1.2137
H -0.0134 -1.6844 1.2818
H -1.9431 -0.3848 1.3199
H -1.7368 -0.9709 -0.3393
H -2.2868 1.4939 -0.2341
H -0.6527 1.7164 0.5209
*
```

Computed, not measured: a 2-piece molecular cluster, C3H8FNO overall in a non-equilibrium geometry, with the ωB97M-V functional and the def2-TZVPD basis.

Output
E_tot   -9494.8892 eV
HOMO-LUMO gap   0.404 Ha
HOMO energy   -10.178 eV
Structure (SMILES)   [H]/N=C(\F)CC.O

Structure (ORCA input):
```
! RIJCOSX wB97M-V def2-TZVPD def2/J DEFGRID3
* xyz 0 1
H 0.7160 -2.6740 -0.5648
N 0.2287 -1.6976 -0.7051
C 0.7864 -0.7381 -0.0839
F 1.9810 -0.8690 0.3855
C 0.2266 0.6782 -0.0839
C 1.2014 1.8269 -0.5810
H -0.1581 0.9398 0.9172
H -0.6145 0.6733 -0.7335
H 0.6958 2.4614 -1.4011
H 2.0714 1.3450 -1.0700
H 1.5135 2.3704 0.2552
O -2.6531 -1.0906 1.0598
H -2.6079 -1.4883 1.9378
H -3.3873 -1.7374 0.6678
*
```

Computed, not measured: a 2-piece molecular cluster, C3H8I2Si overall in a non-equilibrium geometry, with the ωB97M-V functional and the def2-TZVPD basis.

Output
E_tot   -27320.5660 eV
HOMO-LUMO gap   0.359 Ha
HOMO energy   -9.698 eV
Structure (SMILES)   I[SiH2]I.C=CC

Structure (ORCA input):
```
! RIJCOSX wB97M-V def2-TZVPD def2/J DEFGRID3
* xyz 0 1
I 3.6207 -2.1842 -0.2727
Si 3.6142 0.1493 -1.0392
I 5.3645 1.4157 0.1288
H 2.3344 0.7172 -0.6778
H 3.9403 0.1502 -2.4483
C -0.4073 0.0870 1.7442
C -0.6712 0.4087 0.4918
C -1.2966 -0.4994 -0.5135
H 0.0569 0.7810 2.4248
H -0.6579 -0.8822 2.1460
H -0.4131 1.3958 0.1184
H -0.6156 -0.6622 -1.3514
H -1.5474 -1.4616 -0.0720
H -2.2022 -0.0448 -0.9159
*
```

Computed, not measured: C3H8I3NSi as an isolated structure in a non-equilibrium geometry, with the ωB97M-V functional and the def2-TZVPD basis.

Output
E_tot   -36913.6177 eV
HOMO-LUMO gap   0.331 Ha
HOMO energy   -9.237 eV

Structure (ORCA input):
```
! RIJCOSX wB97M-V def2-TZVPD def2/J DEFGRID3
* xyz 0 1
C -1.6540 -0.2486 -0.5024
C 0.3373 0.2932 -1.9876
C -0.3355 0.4380 -0.6650
N 0.7780 -0.4685 0.5563
Si 1.0558 -0.0633 2.1587
I 1.0189 2.3972 2.3458
I -0.5745 -0.9986 3.7915
I 3.3037 -0.9329 2.7430
H -1.6007 -1.2807 -0.8461
H -1.9839 -0.2414 0.5345
H -2.4043 0.2700 -1.0983
H 1.3551 0.6714 -1.9614
H -0.2259 0.8793 -2.7155
H 0.3452 -0.7427 -2.3190
H -0.2891 1.4341 -0.2435
H 0.8738 -1.4067 0.2091
*
```

Computed, not measured: a 2-piece molecular cluster, C3H8IN2O overall in a non-equilibrium geometry, with the ωB97M-V functional and the def2-TZVPD basis.

Output
E_tot   -16355.6084 eV
HOMO-LUMO gap (spin up / spin down)   0.266 / 0.266 Ha
HOMO energy (spin up / spin down)   -13.826 / -13.825 eV

Structure (ORCA input):
```
! RIJCOSX wB97M-V def2-TZVPD def2/J DEFGRID3
* xyz 1 1
C 1.3147 -0.4983 0.1706
C -1.0509 -0.4320 -0.0769
C -0.6428 2.3817 -0.0516
N 0.2592 0.1560 -0.0726
N 0.7416 -2.9327 0.0085
O 0.4146 1.4975 -0.3616
I 3.2441 0.0460 0.2545
H -1.6258 -0.0693 0.7789
H -1.5754 -0.1685 -0.9946
H -0.9357 -1.5154 -0.0138
H -0.8207 2.4387 1.0254
H -1.5656 2.1445 -0.5863
H -0.2689 3.3447 -0.4015
H 1.4877 -3.1954 -0.6313
H 1.0239 -3.1975 0.9523
*
```

Computed, not measured: a 2-piece molecular cluster, C3H8IN3 overall in a non-equilibrium geometry, with the ωB97M-V functional and the def2-TZVPD basis.

Output
E_tot   -15787.2277 eV
HOMO-LUMO gap (spin up / spin down)   0.237 / 0.170 Ha
HOMO energy (spin up / spin down)   -16.732 / -15.949 eV

Structure (ORCA input):
```
! RIJCOSX wB97M-V def2-TZVPD def2/J DEFGRID3
* xyz 2 1
C 1.1472 0.3797 0.9875
C -1.2303 -0.2698 0.9651
C 2.2836 0.1853 -1.1343
N 2.2028 0.3528 0.3096
N -0.0647 -0.0868 0.4523
N -4.0223 -0.8707 -0.4284
I -5.6449 0.2065 -0.1090
H 1.0223 0.8485 1.9748
H -1.4395 0.0813 1.9849
H 3.1998 -0.1864 -1.4068
H 1.4710 -0.4331 -1.5132
H 2.1776 1.2485 -1.5417
H 2.9498 0.7411 0.8326
H 0.1298 -0.4036 -0.5217
H -4.1821 -1.7934 -0.8517
*
```

Computed, not measured: an isolated ion of composition C3H8N and charge +1 in a non-equilibrium geometry, with the ωB97M-V functional and the def2-TZVPD basis.

Output
E_tot   -4722.8794 eV
HOMO-LUMO gap   0.417 Ha
HOMO energy   -15.168 eV
Structure (SMILES)   C=C(C)[NH3+]

Structure (ORCA input):
```
! RIJCOSX wB97M-V def2-TZVPD def2/J DEFGRID3
* xyz 1 1
C 0.4432 -1.2987 0.5339
C 0.0715 -0.1627 -0.0117
C -0.1441 0.1496 -1.4281
N -0.2619 1.0178 0.8872
H 0.5009 -1.4835 1.5768
H 0.4620 -2.2887 0.0673
H -1.1584 -0.1243 -1.8013
H 0.2230 1.0496 -1.9243
H 0.3962 -0.6267 -1.9994
H -0.9865 0.8138 1.5916
H -0.5747 1.7079 0.2034
H 0.5510 1.4608 1.3231
*
```

Energy relative to the best compared isomer or geometry (same formula, charge and spin)? In order: 10.8; 11.4; 30.8; 16.2; 0.0; 151.7; 131.9; 12.6 kcal/mol.